Entry 1:
Formula: C4H6F2
Source: OMol25
Level of theory: wB97M-V/def2-TZVPD

XYZ file:
```
12
Properties=species:S:1:pos:R:3:forces:R:3
F 0.156 2.266 -0.112 -1.50 0.03 -0.85
C -0.065 0.969 0.341 1.69 -0.16 2.39
C -1.146 -0.138 -0.043 -1.05 0.37 -0.82
C 0.029 -1.147 0.005 1.63 -0.80 -1.53
C 0.971 0.062 -0.266 -0.54 0.88 -2.29
F 2.328 0.096 0.086 -1.50 -0.15 0.12
H 0.154 1.128 1.385 -0.63 -0.59 0.82
H -2.003 -0.591 0.554 1.00 1.69 -0.17
H -1.585 0.221 -1.023 0.74 -1.07 0.68
H 0.129 -2.104 -0.732 -0.45 2.30 2.13
H 0.181 -1.330 1.110 -0.20 -0.61 -1.28
H 0.853 0.570 -1.305 0.82 -1.88 0.80
```
Forces are in eV/Å.

Output
orbital gap: 12.057 eV
2S+1: 1

---

Entry 2:
Formula: C4H6F2N2
Source: OMol25
Level of theory: wB97M-V/def2-TZVPD

XYZ file:
```
14
Properties=species:S:1:pos:R:3:forces:R:3
C -1.291 -1.243 0.662 -0.12 -6.33 2.38
C 0.209 -1.041 0.599 -1.89 2.34 0.48
C -1.098 0.652 -0.407 -0.46 1.18 -0.90
C 1.497 0.966 -0.343 1.58 0.50 1.13
N -1.973 -0.320 0.148 0.81 5.07 -1.76
N 0.244 0.363 0.031 -1.20 -3.58 2.18
F 0.955 -1.971 -0.028 0.52 -0.38 -1.13
F -1.165 0.601 -1.787 0.15 -0.21 -1.27
H -1.942 -2.092 0.967 1.62 -0.11 0.03
H 0.509 -1.072 1.620 0.89 0.25 0.89
H -1.494 1.625 -0.196 0.44 1.00 0.32
H 1.391 1.062 -1.397 1.19 -0.14 -1.13
H 1.644 1.988 0.024 -0.59 0.08 0.23
H 2.514 0.480 0.108 -2.93 0.34 -1.45
```
Forces are in eV/Å.

Output
orbital gap (spin up / spin down): 6.805 / 6.212 eV
2S+1: 3

---

Entry 3:
Formula: C4H6F2O2
Source: OMol25
Level of theory: wB97M-V/def2-TZVPD

XYZ file:
```
14
Properties=species:S:1:pos:R:3:forces:R:3
C -1.414 -0.693 0.005 0.04 -0.23 1.98
C -0.500 0.525 -0.153 -1.93 1.25 1.01
C 0.832 0.248 0.404 2.41 -2.91 -1.32
C 1.882 0.424 -0.467 3.19 1.29 1.07
H -0.291 -2.477 0.474 -2.12 2.72 -4.96
H -1.588 -0.630 1.220 -0.09 -0.95 -3.13
H -2.338 -0.482 -0.589 0.63 -0.52 0.79
H -0.453 0.744 -1.224 0.49 0.18 0.18
H -0.543 2.338 0.391 5.19 5.50 -0.79
H 2.220 1.279 -1.382 -2.01 -2.79 2.90
O -0.764 -1.934 -0.542 0.87 -0.48 5.95
O -1.163 1.754 0.508 -4.19 -7.65 -0.13
F 1.019 -0.955 1.420 -0.66 3.90 -2.68
F 3.103 -0.140 -0.066 -1.83 0.67 -0.89
```
Forces are in eV/Å.

Output
orbital gap: 10.457 eV
2S+1: 1

---

Entry 4:
Formula: C4H6F3N
Source: OMol25
Level of theory: wB97M-V/def2-TZVPD

XYZ file:
```
14
Properties=species:S:1:pos:R:3:forces:R:3
N 1.275 1.469 -0.301 0.53 1.36 0.32
C 0.375 0.409 -0.487 -0.31 -1.62 0.18
C -0.981 0.377 0.229 1.12 -0.83 0.84
F -2.037 0.839 -0.417 -1.62 0.94 -1.00
C -0.903 -1.150 0.342 1.50 0.00 1.34
F -1.487 -1.781 -0.691 0.01 -0.27 -1.32
C 0.700 -0.928 0.250 -1.94 0.16 -1.24
F 1.486 -1.813 -0.419 -0.07 -0.38 -0.31
H 0.971 2.063 0.475 0.40 -0.06 -0.62
H 1.533 2.011 -1.120 -0.30 -0.13 0.33
H 0.180 0.117 -1.536 0.24 0.32 0.31
H -0.940 0.820 1.235 0.10 0.05 -0.15
H -1.301 -1.637 1.224 0.15 0.17 0.44
H 1.129 -0.796 1.216 0.17 0.30 0.89
```
Forces are in eV/Å.

Output
orbital gap: 10.411 eV
2S+1: 1

---

Entry 5:
Formula: C4H6F3NO
Source: OMol25
Level of theory: wB97M-V/def2-TZVPD

XYZ file:
```
15
Properties=species:S:1:pos:R:3:forces:R:3
C 0.757 -0.212 -1.346 -0.89 4.56 -0.59
C 0.103 0.181 0.014 -0.36 -0.40 -0.48
C 0.739 -0.240 1.329 -1.45 2.38 0.30
N -0.290 1.599 -0.176 0.59 2.84 0.78
O 0.011 2.448 0.646 -0.17 -2.36 -1.13
C -1.291 -0.421 -0.083 -0.45 -0.01 1.87
F -1.234 -1.735 -0.228 0.14 -1.04 0.61
F -2.044 -0.008 -1.062 -0.76 0.87 -0.97
F -1.954 -0.103 1.096 0.13 -0.59 -0.91
H -0.059 -0.020 -2.074 0.51 -0.88 0.12
H 1.145 -1.166 -1.341 0.82 -1.97 -0.13
H 1.467 0.600 -1.719 -0.27 -1.31 0.98
H 0.073 -0.846 1.927 -0.11 0.02 0.14
H 1.587 -0.774 1.136 2.40 -1.35 -0.37
H 0.990 0.697 1.881 -0.12 -0.77 -0.22
```
Forces are in eV/Å.

Output
orbital gap: 9.199 eV
2S+1: 1

---

Entry 6:
Formula: C4H6F5NO2S
Source: OMol25
Level of theory: wB97M-V/def2-TZVPD

XYZ file:
```
19
Properties=species:S:1:pos:R:3:forces:R:3
C -0.102 0.405 -0.926 -0.79 -2.96 1.35
C -2.347 1.120 -0.219 0.15 1.37 2.28
C -1.444 -0.919 0.593 1.16 -1.37 -0.07
C -0.520 -2.150 0.363 -2.49 -0.52 -1.92
N -1.248 0.157 -0.230 2.04 -1.04 0.76
O 3.480 2.518 -0.491 0.12 0.20 0.02
O 2.568 1.133 1.315 0.16 3.48 -2.75
F -2.721 -1.295 0.882 0.10 0.47 -0.39
F 0.688 -1.955 0.775 1.83 0.43 0.77
F -0.436 -2.409 -1.004 0.16 0.29 0.42
F -0.945 -3.346 0.843 -0.23 1.30 0.49
F 4.428 0.165 -0.154 -1.64 1.26 0.23
S 3.027 1.191 -0.286 0.88 -1.03 0.98
H 0.755 -0.298 -1.100 -1.63 0.47 0.59
H -0.028 1.320 -1.337 0.08 2.96 -1.23
H 2.746 0.283 1.567 0.58 -3.89 1.57
H -2.054 2.047 -0.690 0.15 -0.06 -0.38
H -3.092 0.608 -0.733 -1.74 -0.31 -0.97
H -2.754 1.426 0.834 1.11 -1.05 -1.76
```
Forces are in eV/Å.

Output
orbital gap (spin up / spin down): 7.918 / 7.747 eV
2S+1: 1

---

Entry 7:
Formula: C4H6FN
Source: OMol25
Level of theory: wB97M-V/def2-TZVPD

XYZ file:
```
12
Properties=species:S:1:pos:R:3:forces:R:3
C -0.088 1.136 -0.023 -2.00 0.51 -0.15
C 1.488 1.411 -0.290 1.11 -0.87 0.19
C 2.023 0.148 0.021 1.87 -1.02 0.32
C -1.791 -0.767 -0.358 -0.93 -0.67 -0.70
N -0.866 0.257 -0.170 1.05 -0.25 0.27
F 1.803 -0.954 -0.790 -0.33 0.79 0.16
H 1.541 1.862 -1.311 -0.19 -0.53 0.89
H 1.794 2.080 0.507 -0.01 0.35 -0.29
H 2.453 -0.196 1.003 -0.85 0.73 -1.12
H -1.648 -1.480 -1.158 1.18 0.05 -0.52
H -2.693 -0.310 -0.667 -1.35 0.56 -0.04
H -2.038 -1.430 0.455 0.43 0.36 1.00
```
Forces are in eV/Å.

Output
orbital gap (spin up / spin down): 7.562 / 6.912 eV
2S+1: 1

---

Entry 8:
Formula: C4H6FN2
Source: OMol25
Level of theory: wB97M-V/def2-TZVPD

XYZ file:
```
13
Properties=species:S:1:pos:R:3:forces:R:3
N -1.088 1.197 -1.800 -1.36 0.70 -1.18
C -0.161 0.985 -1.182 0.64 0.87 -0.66
C 0.804 0.402 -0.321 0.85 -0.91 -0.99
C -0.067 -0.281 0.723 0.26 1.09 5.74
N -1.459 -0.509 0.325 2.00 -1.10 -4.86
C -2.663 -0.169 0.486 1.08 -1.45 -2.15
F -3.477 -0.286 -0.516 0.31 0.25 1.25
H 1.373 -0.326 -1.033 -0.33 1.28 1.79
H 1.358 1.199 0.218 0.36 -0.87 -0.72
H 0.354 -1.227 1.135 -0.37 0.65 -0.49
H -0.110 0.482 1.628 0.07 -1.78 -1.61
H -1.280 -0.735 -0.692 -1.17 -0.15 0.74
H -2.891 -0.045 1.456 -2.35 1.41 3.14
```
Forces are in eV/Å.

Output
total charge: +1
orbital gap: 11.238 eV
2S+1: 1

---

no.,E (Ha)
1,-355.66039
2,-465.03546
3,-506.01973
4,-510.32139
5,-585.52218
6,-1258.64032
7,-310.45602
8,-365.03086